# 1
C61H47NO7S | the ωB97M-V functional and the def2-TZVPD basis

XYZ file:
```
117
Properties=species:S:1:pos:R:3:lowdin_charge:R:1
H 1.200 -2.891 3.755 0.092
H -3.131 -0.547 4.800 0.097
H 0.130 3.565 -7.002 0.121
H 9.090 -1.470 4.389 0.107
C 2.872 0.433 -7.273 -0.086
C 6.214 -2.527 2.909 0.005
H -3.814 -5.301 -4.519 0.102
H -0.372 -2.484 5.624 0.069
C 3.865 0.328 -8.254 0.005
H 0.484 -1.738 7.833 0.107
H 5.854 -2.921 1.960 0.121
H -4.858 -6.374 -0.209 0.079
C 2.740 -0.563 -6.307 -0.085
H -5.036 -0.135 -0.902 0.087
C -2.054 -4.958 4.104 -0.015
S -1.017 -0.944 2.204 0.783
C -0.925 5.390 1.294 -0.085
H -4.001 -3.955 -3.172 0.114
C 5.795 -1.827 5.188 -0.086
H -0.937 0.891 -1.448 0.137
C 4.731 -0.767 -8.257 -0.059
C -1.938 0.452 -0.981 -0.166
O 5.293 -1.242 7.406 0.093
C 1.475 5.086 1.259 0.010
C -0.336 0.706 -4.420 0.012
H 3.532 -2.427 -5.541 0.121
C 3.621 -1.652 -6.301 0.006
C 1.664 -0.487 -5.297 -0.278
O 2.124 2.506 -8.084 0.095
C -1.574 10.493 0.878 -0.058
C -1.673 -1.184 -0.855 -0.073
H -0.114 2.085 1.484 0.082
H 2.480 5.501 1.205 0.123
O 3.475 -3.052 2.723 0.098
H -3.724 10.597 0.761 0.108
H 5.497 -0.851 -9.024 0.107
H -2.047 1.823 -3.731 0.086
H -0.336 -5.157 1.999 0.117
C -1.596 -3.859 -2.000 -0.119
C 5.324 -2.319 3.971 -0.086
H -2.176 -1.755 -3.187 0.100
H -2.094 3.573 1.445 0.113
H 2.171 3.047 1.342 0.112
H -3.927 -4.750 -0.442 0.058
C 7.154 -1.519 5.337 0.005
C -1.833 -2.144 3.449 -0.395
C -3.031 8.566 0.974 0.006
C -1.916 7.726 1.095 -0.086
H -1.384 -5.917 -3.117 0.107
H 2.908 -1.356 8.162 0.120
C -2.850 -1.683 4.648 -0.057
C -3.917 1.791 -1.482 -0.226
C -0.461 9.658 0.993 0.007
C 3.432 -1.901 6.133 -0.089
C -4.117 -6.107 -2.386 -0.266
C 7.568 -2.225 3.062 -0.061
H 0.538 10.091 1.001 0.122
C -1.095 4.002 1.391 0.002
O -3.238 5.794 1.277 0.093
C -3.496 -5.001 -3.434 -0.218
O 1.679 7.872 1.188 0.098
C 0.723 0.651 -5.334 -0.081
H -3.313 -6.950 -2.155 0.106
H -3.591 -5.374 5.977 0.088
C 4.615 -1.751 -7.275 -0.060
C 0.003 2.760 -6.280 0.006
C 2.955 -2.348 4.902 -0.082
C 1.972 1.604 -7.268 -0.279
H -1.438 11.569 0.797 0.108
H -5.702 -4.895 -1.098 0.085
H -4.871 1.105 0.562 0.082
C -4.674 -5.483 -0.977 -0.159
H -2.134 0.973 0.050 0.106
C -5.073 0.994 -0.594 -0.091
H 7.528 -1.123 6.280 0.121
H -1.789 -6.082 3.908 0.088
C 4.872 -1.631 6.323 -0.280
H -1.377 -4.308 -4.256 0.113
H 8.256 -2.384 2.235 0.107
H -4.253 -2.707 6.447 0.075
C 3.888 -2.607 3.788 -0.278
H -1.734 3.659 -5.375 0.108
C 0.694 -2.328 5.771 -0.050
C -0.940 -3.548 0.716 -0.140
H -4.037 8.149 0.963 0.121
C -1.222 -1.906 0.564 -0.324
H -3.344 2.582 -0.813 0.118
C 1.303 3.703 1.338 -0.048
H -0.477 -0.092 -3.692 0.095
C -3.097 -4.516 5.311 -0.062
C -1.834 -4.853 -3.324 -0.166
C -2.110 6.269 1.229 -0.279
H 5.295 -2.600 -7.272 0.107
C 0.020 3.163 1.414 -0.056
C -1.048 2.814 -5.364 -0.050
C 8.036 -1.715 4.272 -0.061
C 0.359 5.931 1.243 -0.085
C 0.885 1.671 -6.271 -0.087
C -1.222 1.785 -4.439 -0.045
C -1.112 -4.555 -0.567 0.018
H -5.046 -6.642 -2.904 0.109
O -2.999 0.734 -1.998 -0.273
C 0.551 7.394 1.178 -0.277
H -4.394 2.385 -2.384 0.130
H 3.966 1.095 -9.021 0.121
H -0.911 -5.700 -0.420 0.095
O 1.549 -1.359 -4.446 0.098
C 2.541 -1.691 7.194 0.003
N -0.514 -4.131 2.052 -0.017
C -1.444 -3.749 3.181 -0.166
C -0.633 8.271 1.092 -0.086
C -2.857 9.947 0.860 -0.058
C -3.487 -2.914 5.582 -0.069
C 1.175 -1.906 7.010 -0.050
H -6.135 1.425 -0.896 0.083
C 1.582 -2.556 4.718 0.010
C -1.847 -2.217 -2.156 0.029
```

Properties
Total charge: 0
2S+1: 1
HOMO energy, eV: -7.73
Structure (SMILES): CCCCc1cc(COCC)c2c(c1)Nc1ccccc1S2.O=C1c2ccccc2C(=O)c2ccccc21.O=C1c2ccccc2C(=O)c2ccccc21.O=C1c2ccccc2C(=O)c2ccccc21

***

# 2
C61H49P3PtSi | the ωB97M-V functional and the def2-TZVPD basis

XYZ file:
```
115
Properties=species:S:1:pos:R:3:lowdin_charge:R:1
C -2.758 -3.208 -4.157 -0.083
C -0.107 2.794 1.596 -0.273
C -1.143 -2.833 -2.432 -0.131
H -5.447 1.994 2.004 0.105
H -1.226 4.477 -4.812 0.105
C 4.598 0.249 -4.075 -0.086
C -2.632 -0.136 -5.393 -0.086
C -3.011 -5.220 1.117 -0.076
C 0.018 -0.914 -5.143 -0.084
H 2.339 1.231 0.756 0.036
C -1.187 0.940 7.008 -0.085
C -2.790 -0.397 0.551 -0.367
H -2.430 0.641 -3.411 0.115
H 5.613 0.176 -4.437 0.105
C -1.479 -3.382 -3.654 -0.077
C -2.004 -0.798 -6.437 -0.094
C 3.849 -1.435 4.565 -0.087
C -2.798 -4.062 0.393 -0.086
C -3.689 -2.478 -3.437 -0.087
C 2.478 0.261 0.280 -0.262
C -2.493 0.966 0.687 -0.293
H 0.512 -1.942 4.485 0.099
H 4.525 2.379 -4.227 0.104
C -1.149 3.956 -3.867 -0.068
H 4.855 0.267 3.753 0.106
H -5.963 -0.406 1.724 0.104
H -3.245 2.859 1.341 0.104
H 1.646 4.839 4.393 0.104
H 2.052 -0.618 0.857 0.017
C 2.621 -0.805 -3.243 -0.145
C -1.504 -4.448 2.814 -0.077
C -3.353 -1.920 -2.215 -0.097
H 6.016 -2.345 -1.123 0.102
H -2.095 4.224 -0.639 0.097
C -1.014 0.644 4.627 -0.350
H -4.258 -1.933 0.837 0.100
H 6.533 1.896 -1.124 0.102
C -2.356 0.992 4.507 -0.087
H 4.219 2.180 -0.366 0.113
C 3.785 0.073 -0.251 -0.309
H -3.688 -5.972 0.734 0.105
C 2.677 1.584 -3.509 -0.072
C -1.939 0.135 -4.231 -0.115
C 4.331 -1.201 -0.501 -0.064
C -4.040 -0.878 0.925 -0.091
C 1.467 -1.455 4.328 -0.128
C -0.688 -1.203 -6.298 -0.086
C 5.621 -1.351 -0.956 -0.111
H 1.052 -1.216 -5.061 0.093
C 0.858 2.938 3.817 -0.091
H -3.305 -3.925 -0.552 0.101
H -3.026 -3.637 -5.111 0.108
H 3.729 -2.079 -0.302 0.111
H -4.688 -2.350 -3.829 0.109
H -4.133 1.621 5.516 0.101
H -0.146 -2.971 -2.025 0.094
H 1.107 2.467 4.760 0.106
C -0.966 2.594 -1.434 -0.261
H -0.750 -3.949 -4.214 0.111
P -0.090 0.414 3.046 1.074
P 0.268 0.351 -2.588 0.975
H -3.081 1.596 7.753 0.099
P -1.514 -1.565 -0.047 0.920
H 4.762 -1.906 4.896 0.099
H 2.784 1.373 3.025 0.096
C 3.901 -0.209 3.926 -0.071
H 1.083 5.909 2.236 0.102
C -2.362 -5.420 2.324 -0.082
C -1.736 4.486 -2.727 -0.073
H -4.085 -1.349 -1.661 0.103
C 4.616 1.184 -0.514 -0.048
C 0.254 2.198 2.808 -0.381
Si -0.754 1.649 0.222 0.582
H -2.818 1.006 3.530 0.076
H -2.520 -6.336 2.876 0.103
C 2.628 -2.055 4.773 -0.084
Pt 0.492 -0.316 -0.228 0.546
C -4.998 -0.019 1.432 -0.073
H -2.541 -1.001 -7.352 0.100
H 7.444 -0.365 -1.517 0.095
H -0.997 -4.604 3.755 0.103
H 2.206 2.552 -3.415 0.101
H -0.723 0.914 7.984 0.101
C 3.983 1.483 -3.960 -0.081
H 2.575 -3.007 5.280 0.102
C -1.936 -3.082 0.880 -0.338
H -0.033 4.617 0.473 0.087
C 3.915 -0.900 -3.709 -0.086
H 4.394 -1.866 -3.779 0.110
C -0.499 2.738 -3.803 -0.102
C 0.837 4.868 2.401 -0.079
H -0.077 2.304 -4.700 0.118
C -3.097 1.335 5.623 -0.082
C 5.908 1.028 -0.958 -0.103
C -1.290 -3.287 2.096 -0.088
C 6.425 -0.241 -1.180 -0.109
H -0.613 -2.525 2.464 0.066
C -1.632 3.810 -1.523 -0.107
C 1.505 -0.209 3.703 -0.386
C -4.711 1.327 1.580 -0.087
C -0.594 -0.214 -4.108 -0.342
C -3.468 1.810 1.207 -0.115
H 0.594 0.313 6.016 0.098
C -2.075 -2.101 -1.700 -0.394
H -3.660 0.182 -5.489 0.109
H -0.197 -1.733 -7.103 0.103
C 0.208 4.137 1.410 -0.091
C -0.440 0.603 5.894 -0.102
C -2.511 1.319 6.878 -0.094
C -0.412 2.050 -2.594 -0.375
C 2.736 0.408 3.505 -0.100
H -2.274 5.423 -2.781 0.104
H 2.084 -1.687 -2.911 0.100
C 1.159 4.272 3.612 -0.069
C 1.982 0.433 -3.172 -0.373
```

Properties
Total charge: 0
2S+1: 1
HOMO energy (spin up / spin down), eV: -5.70 / -5.61

***

Question: Look up the 2S+1 of the second one.
Answer: 1